Density functional theory data (ωB97M-V/def2-TZVPD) for 3 unconnected molecules or ions with the total composition C2H10NO2 at a distorted geometry.

Output
Charge ... +1
Frontier orbital gap ... 10.67 eV
Highest occupied orbital energy ... -15.481 eV
Energy relative to the best compared isomer or geometry (same formula, charge and spin) ... 109.2 kJ/mol

Element x y z (Å)
C (-0.55, 1.96, -0.20)
C (-0.25, 0.17, -1.80)
N (-0.27, 0.51, -0.58)
H (-0.36, 2.47, -1.14)
H (0.13, 2.33, 0.56)
H (-1.59, 1.96, 0.10)
H (-0.34, 0.91, -2.58)
H (-0.35, -0.90, -2.00)
H (0.27, 0.01, 0.15)
H (-0.59, -2.84, 1.86)
H (-1.57, -1.66, 1.97)
O (-0.73, -1.93, 1.58)
H (1.58, -1.62, 0.64)
H (2.74, -0.65, 0.91)
O (1.88, -0.71, 0.52)